[1]
{"formula": "C5H7B", "method": "ωB97M-V/def2-TZVPD", "smiles": "C1=C[C@@H]2CB2C1", "total_charge": 0, "de_lowest_kcal_mol": 41.2, "homo_lumo_gap_ha": 0.309, "symbols": ["H", "C", "H", "C", "B", "C", "C", "H", "H", "H", "H", "H", "C"], "positions_angstrom": [[-1.99711, 0.80431, -1.27023], [1.62562, -0.90458, 0.06935], [-1.91523, -1.63767, -0.04806], [-0.20443, 1.21123, -0.39676], [0.25354, -0.79545, 0.66267], [-1.23620, 0.40746, -0.69324], [-1.33532, -0.78570, 0.27501], [1.52504, 1.34828, 0.74729], [2.51281, -0.97608, 0.75236], [-1.87681, -0.30679, 1.11882], [1.84968, -1.14061, -0.90399], [-0.11372, 2.18638, -0.67657], [0.91215, 0.58921, 0.36335]], "forces_ev_per_a": [[-1.9112, 0.2996, -0.8842], [-0.0676, 1.4065, 2.4725], [0.2839, -0.3523, -0.1548], [0.5532, -3.6048, -0.5527], [-1.2823, 0.7733, -0.4408], [1.2584, 0.3472, 1.8185], [1.3582, 0.6218, 0.1960], [1.2296, 0.1994, 0.9523], [-0.9572, 0.3794, -0.6638], [0.1058, -0.4739, -0.1670], [0.3815, -0.9795, -2.2803], [0.1622, 2.5503, -1.0872], [-1.1145, -1.1669, 0.7914]], "lowdin_charge": [0.0729, 0.0343, 0.0767, -0.1006, -0.2118, -0.1057, -0.0763, 0.0905, 0.1056, 0.1095, 0.0437, 0.0728, -0.1115]}

[2]
{"formula": "C6H10", "method": "ωB97M-V/def2-TZVPD", "smiles": "C=CCC(=C)C", "total_charge": 0, "de_lowest_kcal_mol": 53.4, "homo_lumo_gap_ha": 0.364, "symbols": ["C", "H", "H", "C", "C", "H", "C", "H", "H", "C", "H", "H", "H", "H", "H", "C"], "positions_angstrom": [[-0.25567, 0.87664, 0.09865], [1.55767, -1.02331, -0.72313], [-0.88857, 1.41264, 0.81585], [-0.34317, 0.30582, -2.34858], [1.06525, -1.26603, 0.21289], [-0.77924, 0.71848, -3.27282], [0.21186, -0.40792, 0.77865], [-1.85732, 1.38220, -1.30106], [0.64656, -1.20847, 2.76371], [0.17583, -0.33924, 2.31609], [0.69760, 1.39886, -0.02347], [0.52090, 0.64455, 2.64002], [-0.88573, -0.26578, 2.59504], [0.19019, -0.61984, -2.52606], [1.51586, -2.13650, 0.68443], [-0.93319, 0.81340, -1.28110]], "forces_ev_per_a": [[-0.2487, -1.2643, 0.1728], [-0.6613, -0.2935, -0.4383], [0.1562, 0.0643, -0.2730], [-2.1486, 0.1000, -2.1189], [0.3506, 0.2375, -0.4505], [-0.0246, -0.7439, 0.0687], [1.6676, 0.2744, 1.0959], [0.3733, 0.4967, -0.6316], [0.1370, 0.2718, 0.2418], [-2.1672, -0.0443, -1.2392], [-0.3607, 0.5456, -0.0456], [0.7296, -0.2708, -0.0145], [0.0708, -0.4554, 0.3487], [1.0364, 0.5935, 0.7274], [-0.2616, 0.2931, 0.4433], [1.3512, 0.1954, 2.1128]], "lowdin_charge": [-0.1762, 0.0526, 0.1018, -0.0189, 0.0182, 0.0530, -0.3453, 0.0915, 0.0712, -0.0726, 0.1231, 0.0796, 0.0718, 0.0551, 0.0578, -0.1626]}

[3]
{"formula": "C26H41OSn", "method": "ωB97M-V/def2-TZVPD", "total_charge": -1, "homo_lumo_gap_ha": 0.199, "symbols": ["H", "C", "C", "C", "H", "H", "C", "H", "H", "H", "H", "H", "H", "Sn", "H", "H", "C", "C", "C", "H", "C", "H", "C", "H", "H", "H", "C", "C", "C", "H", "H", "H", "C", "H", "H", "H", "H", "C", "H", "H", "H", "H", "C", "H", "C", "H", "C", "H", "O", "H", "H", "C", "H", "C", "C", "H", "H", "H", "H", "H", "C", "C", "C", "C", "C", "H", "H", "C", "H"], "positions_angstrom": [[-3.27201, 2.38731, -0.92245], [-0.15456, 3.37081, -0.68626], [2.41625, 0.64965, 4.19904], [-2.27726, 1.10438, 0.53182], [2.60699, -0.23087, 0.37874], [1.89423, -3.74236, 1.63107], [-1.46751, -0.79403, -2.66389], [-4.28156, 1.25924, -0.14036], [-3.06201, 3.73571, 1.23023], [-2.29432, -1.00854, -1.97520], [-0.66026, -1.44181, -2.29324], [2.15287, -0.10795, 6.25287], [3.10985, 5.34463, 2.04118], [-0.21781, 1.10072, -0.49319], [-0.24128, 0.93277, -3.22596], [1.89482, -2.47728, 5.46086], [-3.88430, 3.02901, 1.03217], [1.93604, -0.94035, 0.85942], [1.83357, -4.71648, -0.23686], [1.07936, -0.18093, 0.47446], [1.68374, 4.48727, 0.66613], [1.66407, -7.36702, -2.95880], [2.50933, 0.45840, 2.84214], [2.61903, 1.65103, 4.53914], [2.74659, 1.31015, 2.16191], [2.01553, -2.89963, 2.98221], [-5.12312, 3.80582, 0.56442], [2.08227, -2.25924, 0.14010], [2.08379, -1.86983, 3.34236], [2.58321, -7.17794, -1.41711], [-0.43954, 4.90422, 0.79759], [-1.91433, 1.37036, -2.68306], [-1.86725, -1.23245, -4.07157], [-2.73317, -0.65630, -4.42849], [0.00222, 3.40374, 1.48220], [-6.00745, 3.18046, 0.38710], [-1.16621, 3.65553, -1.04783], [2.21793, -0.83690, 2.35552], [-2.47712, 0.03291, 0.44093], [1.69195, -5.69994, 0.18507], [-1.02784, -1.07858, -4.76352], [-1.43282, -3.38900, -3.78194], [2.08348, 4.97428, 2.06109], [1.47074, 5.80778, 2.42968], [1.93895, -4.54512, -1.61769], [-4.93700, 4.39107, -0.34438], [2.29086, -2.16949, -1.24767], [0.67673, -7.00117, -1.49282], [1.81802, -5.53404, -2.52709], [-4.14329, 2.53463, 1.97350], [2.34095, 3.66001, 0.34986], [-2.24718, -2.72082, -4.09220], [2.04612, 4.17086, 2.80724], [1.93966, -3.58906, 0.59192], [2.17019, -3.25306, -2.12000], [-1.97175, 1.33291, 1.55545], [-2.52119, -3.04169, -5.09966], [1.81236, 5.31882, -0.03914], [0.57804, 3.55462, -1.48158], [-5.43068, 4.50752, 1.34252], [-1.06542, 0.66054, -2.55193], [2.00951, -1.65310, 4.72553], [-3.44862, 1.94492, 0.05750], [0.22457, 4.04772, 0.61859], [1.67121, -6.87083, -1.99336], [2.53008, -1.21811, -1.67266], [2.28918, -3.07675, -3.15491], [2.15739, -0.33012, 5.18503], [-3.10475, -2.96899, -3.45175]], "forces_ev_per_a": [[0.2474, 0.3098, -0.2195], [-0.4391, -0.9203, -0.5461], [0.3816, 0.5982, 1.5490], [1.3337, -0.2955, -0.2406], [0.7981, -0.1263, -0.0538], [-0.2979, -0.4835, 0.7680], [-0.0454, 0.1476, -0.1118], [-0.2791, 0.1774, 0.1939], [-0.1473, -0.2658, -0.0514], [-0.1203, 0.0994, -0.0721], [0.0796, 0.0243, -0.2269], [-0.0775, 0.1481, -0.3848], [0.1279, 0.0018, 0.0943], [-1.8236, 1.7105, -0.8667], [-0.2993, -0.1107, -0.1788], [0.0436, 0.5116, -0.8004], [-0.5108, -0.0771, -0.1761], [1.7079, -0.5460, 1.1764], [0.4172, 0.8115, -0.4776], [0.1445, -1.8723, 0.9727], [-0.3562, 0.2521, 0.4608], [-0.1152, -0.9238, 0.3044], [-0.5139, -0.7217, -0.3790], [-0.0315, 0.3361, 0.2792], [-0.3463, -0.8481, 0.5859], [-0.1624, 0.6446, 0.4711], [-0.0262, 0.2801, 0.1451], [-0.3365, -0.4362, -0.8232], [-0.3436, -0.1642, -0.7699], [-1.0357, 0.2583, -0.1599], [0.2604, 0.2657, -0.0255], [0.4579, -0.4847, -0.1648], [-0.1701, -0.8587, 0.3144], [0.2915, 0.0812, 0.0510], [0.2278, -0.1593, -0.0125], [0.3324, -0.1770, -0.0728], [0.5802, -0.0233, 0.1354], [-0.4581, -0.0033, -0.0300], [-0.2292, 0.0413, 0.3678], [0.0146, 0.0421, 0.1667], [-0.1824, 0.1407, 0.0849], [0.0349, 0.3222, 0.0595], [0.4147, 0.0255, 0.0486], [-0.1005, -0.2343, -0.2046], [-0.0852, 1.2662, 0.4834], [0.0402, -0.1646, 0.0827], [-0.4461, -0.8125, -0.2731], [1.0632, 0.0632, -0.0689], [-0.0660, -0.9787, 0.5373], [0.1840, 0.1049, 0.1261], [-0.2093, 0.2148, 0.0573], [-0.0888, -0.3717, -0.2829], [-0.1048, 0.0764, -0.1523], [-0.2709, 0.7043, -0.5362], [0.1786, 0.0037, 1.7216], [-0.3498, -0.1354, 0.1794], [-0.0479, 0.0016, -0.0998], [0.1078, -0.2228, -0.0670], [-0.1554, 0.3074, 0.0526], [0.0326, 0.1659, -0.0021], [0.2099, 0.7877, 0.8690], [0.4958, 0.8298, 0.0490], [-0.0096, -0.3229, -0.2835], [-0.3736, 0.0125, 0.0555], [0.1113, 0.7718, -1.1569], [-0.0496, 0.5556, -0.2257], [0.0881, -0.0864, -1.0001], [0.1532, -0.5690, -1.2447], [0.1445, 0.3004, -0.0009]], "lowdin_charge": [0.0771, -0.3694, -0.1227, -0.3471, 0.0833, 0.0503, -0.3644, 0.0986, 0.1044, 0.0971, 0.0833, 0.0866, 0.0556, 1.1643, 0.0231, 0.1000, -0.2817, -0.2126, -0.0257, -0.0989, -0.2912, 0.0795, -0.0603, 0.0832, 0.1174, 0.0659, -0.1335, -0.1893, -0.0456, 0.1048, 0.0955, 0.0359, -0.2817, 0.1028, 0.0805, 0.0643, 0.0280, -0.1750, 0.0087, 0.0905, 0.1018, 0.0624, -0.1324, 0.0681, -0.3182, 0.0662, -0.0452, 0.1049, -0.1080, 0.1017, 0.1033, -0.1382, 0.0590, -0.0289, -0.0033, 0.0143, 0.0525, 0.1033, 0.0190, 0.0540, -0.3691, -0.1074, -0.3390, -0.3744, -0.0813, 0.0994, 0.0978, -0.1099, 0.0661]}

[4]
{"formula": "C10H17O", "method": "ωB97M-V/def2-TZVPD", "s2": 0.753, "total_charge": 0, "de_lowest_kcal_mol": 12.3, "multiplicity": 2, "homo_lumo_gap_ha": [0.335, 0.230], "symbols": ["H", "H", "C", "H", "C", "H", "H", "O", "C", "C", "H", "C", "C", "H", "H", "H", "H", "H", "H", "H", "H", "H", "H", "C", "C", "H", "C", "C"], "positions_angstrom": [[-0.19948, -0.86072, 1.73235], [1.39740, -1.68167, -0.75019], [1.34762, 1.27153, 0.24694], [3.85728, 0.62276, -0.78419], [-0.14406, 1.37122, 0.28018], [-0.47921, 1.65406, 1.29098], [-3.98981, -0.96319, -0.64663], [1.53440, -0.27476, -2.58078], [-2.69502, 0.26741, 1.52557], [1.33548, -1.22007, 0.24815], [-0.66514, -2.03870, 0.49055], [-2.33804, 0.07533, 0.24275], [2.02719, 0.11094, 0.19165], [-3.74877, 0.30946, 1.81668], [1.85570, -1.89320, 0.94419], [-0.69721, -0.11620, -1.18572], [-2.83585, -0.25485, -1.81099], [1.90535, -0.68320, -3.39342], [3.91636, -0.89275, 0.13348], [3.94799, 0.66782, 0.97848], [-0.49533, 2.16348, -0.39923], [-3.99058, 0.78086, -0.92572], [-1.93652, 0.38502, 2.30679], [-3.34038, -0.10163, -0.85302], [3.51514, 0.12282, 0.12831], [1.89014, 2.22204, 0.21912], [-0.13921, -1.08738, 0.65839], [-0.83548, 0.04357, -0.10468]], "forces_ev_per_a": [[0.0237, -0.1200, -0.1913], [0.0671, -0.0532, 0.1039], [0.4178, -0.6548, -0.2326], [0.0358, -0.1313, 0.0929], [-0.4930, -0.1276, -0.0917], [0.0672, 0.0392, -0.2611], [0.1435, 0.1607, -0.1566], [0.1602, -0.2460, -0.5115], [-0.0010, -0.1300, -0.7089], [-0.4738, 0.1463, 0.0157], [0.1089, 0.2042, 0.0947], [0.7573, 0.3068, 1.1377], [-0.7388, 1.1004, 0.5670], [0.3695, -0.0366, -0.0140], [-0.0078, 0.1314, -0.1555], [-0.0940, 0.0125, 0.2728], [-0.2195, 0.0140, 0.0652], [-0.1526, 0.1796, 0.2481], [0.0770, 0.0775, -0.0121], [-0.0679, -0.1778, -0.1660], [0.1210, -0.0983, 0.1970], [0.1476, -0.1977, -0.1051], [-0.4272, -0.0098, -0.2397], [-0.3351, -0.0305, -0.1291], [0.6239, 0.0638, -0.0867], [-0.0046, -0.3044, 0.0624], [0.2226, -0.2890, -0.1248], [-0.3277, 0.1708, 0.3293]], "mulliken_spin": [0.0012, -0.0052, 0.0113, -0.0014, -0.0015, 0.0000, 0.0000, 1.0094, 0.0000, 0.0192, 0.0004, -0.0014, -0.0064, 0.0000, 0.0007, -0.0029, 0.0001, -0.0295, 0.0010, -0.0003, 0.0012, 0.0000, -0.0001, -0.0001, 0.0024, 0.0005, -0.0045, 0.0057]}

no.,DFT total energy (Ha),largest force on an atom (eV Å⁻¹)
1,-219.44043,3.7
2,-234.51738,3.0
3,-1304.73646,2.6
4,-466.34118,1.4